Entry 1:
C18H35BiClIN2O2P2 | ωB97M-V/def2-TZVPD

Charge = +2
Kohn-Sham gap (alpha / beta) = 4.24 / 4.42 eV
Total energy = -2621.25795 a.u.
LUMO energy (alpha / beta) = -8.45 / -8.27 eV

Last column: natural (NBO) charge in e.
Geometry (Å):
C1 0.54 0.85 -3.59  -0.6970
C2 1.27 0.35 -2.38  0.3694
H1 0.65 1.92 -3.62  0.2474
H2 -0.47 0.55 -3.33  0.2287
H3 0.92 0.35 -4.45  0.2381
O1 1.22 1.19 -1.47  -0.6051
I1 1.28 -1.62 -2.26  0.2928
Bi1 -1.46 1.37 1.78  1.0362
P1 2.65 -0.23 0.11  0.7741
C3 3.59 0.81 1.26  -0.9530
C4 3.74 -1.73 0.28  -0.9363
H4 4.79 -1.46 0.12  0.2246
H5 4.62 0.13 -1.44  0.2346
H6 3.43 -2.51 -0.43  0.2301
H7 3.14 -0.10 -2.31  0.1983
H8 3.34 0.54 2.29  0.2116
H9 3.61 -2.11 1.30  0.2239
C5 3.57 0.36 -1.38  -0.8951
H10 4.65 0.62 1.07  0.2405
H11 3.34 1.40 -1.49  0.2337
H12 3.35 1.86 1.09  0.2315
P2 -3.30 -0.19 -0.05  1.3341
C6 -4.26 0.94 1.04  -0.9794
C7 -3.48 0.28 -1.82  -0.9905
H13 -3.11 -2.65 -0.35  0.2995
H14 -4.78 -2.19 0.09  0.2911
H15 -3.49 -2.24 1.31  0.2795
C8 -3.71 -1.95 0.26  -0.9906
H16 -2.91 -0.38 -2.48  0.2899
H17 -4.51 0.36 -2.22  0.2889
H18 -5.31 1.07 0.74  0.2852
H19 -3.81 1.96 1.07  0.2402
H20 -2.98 1.25 -1.96  0.2768
H21 -4.32 0.60 2.09  0.2712
Cl1 -1.01 -0.51 -0.47  -0.2594
C9 4.54 3.49 6.71  -0.6232
C10 3.13 3.63 7.25  -0.2158
N1 2.24 2.76 6.47  -0.4460
C11 2.29 1.25 6.70  -0.2127
C12 1.56 0.88 7.97  -0.6175
C13 1.74 3.30 5.30  0.6366
O2 2.15 4.33 4.79  -0.5513
C14 0.59 2.46 4.82  -0.0977
C15 -0.50 2.22 5.69  -0.0605
C16 -1.54 1.45 5.30  -0.2235
C17 -1.42 0.67 4.13  -0.0905
N2 -0.21 0.74 3.39  -0.5706
C18 0.72 1.73 3.66  0.0709
H22 4.86 2.43 6.75  0.2011
H23 5.18 4.10 7.34  0.2351
H24 4.54 3.86 5.67  0.2294
H25 3.01 3.30 8.30  0.2059
H26 2.71 4.64 7.11  0.2335
H27 1.91 0.71 5.81  0.1911
H28 3.36 0.99 6.79  0.2246
H29 0.50 1.15 7.86  0.1880
H30 1.65 -0.19 8.15  0.2345
H31 1.98 1.40 8.84  0.2323
H32 -0.47 2.67 6.68  0.2710
H33 -2.48 1.34 5.84  0.2652
H34 -2.10 -0.15 3.88  0.2613
H35 1.48 1.92 2.92  0.2633

Entry 2:
C5H12N2O | ωB97M-V/def2-TZVPD

Kohn-Sham gap = 8.76 eV
Total energy = -382.42093 a.u.
LUMO energy = 0.70 eV

Last column: natural (NBO) charge in e.
Geometry (Å):
C1 -2.57 0.31 0.73  -0.7702
C2 -1.96 1.12 -0.10  0.6541
N1 -0.11 1.09 0.43  -0.7253
O1 -2.01 1.87 -1.02  -0.6071
H1 0.01 0.60 1.31  0.3842
H2 0.09 2.08 0.56  0.3927
H3 -0.67 -1.06 -0.98  0.2297
H4 -3.63 0.18 0.60  0.2346
H5 -2.10 -0.23 1.52  0.2096
C3 0.82 -1.83 0.38  -0.6155
N2 2.12 0.75 -0.51  -0.8358
C4 0.71 0.52 -0.66  0.0969
C5 0.40 -0.97 -0.81  -0.4176
H6 2.35 1.73 -0.47  0.3638
H7 2.50 0.28 0.31  0.3567
H8 0.39 1.05 -1.57  0.2109
H9 0.92 -1.32 -1.70  0.2206
H10 0.35 -1.49 1.30  0.1899
H11 1.89 -1.83 0.50  0.2011
H12 0.50 -2.86 0.20  0.2267

Entry 3:
C29H62N2O6S | ωB97M-V/def2-TZVPD

SMILES = CCCCCCCCCCCCCCN(CSCC)[C@@](O)(CCCCOC)[C@@H](N)OC.CCOC(=O)OC
Kohn-Sham gap = 8.46 eV
Total energy = -2101.25376 a.u.
LUMO energy = 0.45 eV

Last column: Löwdin charge in e.
Geometry (Å):
C1 0.30 6.91 -3.91  -0.1122
C2 0.46 6.49 -5.37  -0.2714
C3 -0.15 5.11 -5.68  -0.2220
C4 0.38 3.98 -4.80  -0.2203
C5 1.85 3.66 -5.07  -0.2052
C6 2.43 2.50 -4.25  -0.2020
C7 1.49 1.34 -3.96  -0.2272
C8 1.16 0.50 -5.22  -0.1941
C9 -0.32 0.09 -5.38  -0.2117
C10 -0.66 -1.28 -4.77  -0.2093
C11 -0.08 -1.48 -3.37  -0.2223
C12 -0.81 -2.55 -2.55  -0.2070
C13 0.01 -2.99 -1.34  -0.1914
C14 0.02 -1.91 -0.24  -0.1573
N1 1.28 -1.60 0.43  -0.1299
C15 2.37 -1.29 -0.45  -0.4422
S1 3.12 0.40 -0.31  0.8807
C16 2.56 1.07 1.28  -0.5650
C17 3.74 1.43 2.18  -0.1645
C18 1.56 -2.35 1.63  -0.4454
O1 2.81 -1.93 2.16  0.0331
C19 0.52 -2.05 2.74  -0.0899
C20 -0.26 -0.73 2.63  -0.1997
C21 -0.35 0.01 3.96  -0.1546
C22 -1.01 1.38 3.82  -0.2233
O2 -0.17 2.46 4.17  -0.1790
C23 0.65 2.95 3.13  -0.0978
C24 1.58 -3.90 1.43  -0.3506
N2 2.50 -4.33 0.41  0.1075
O3 1.78 -4.47 2.72  -0.1403
C25 2.27 -5.78 2.78  -0.0999
H1 -0.71 6.69 -3.57  0.0745
H2 0.47 7.98 -3.81  0.0661
H3 0.99 6.37 -3.27  0.0650
H4 0.00 7.23 -6.03  0.1001
H5 1.52 6.48 -5.62  0.0961
H6 0.07 4.86 -6.72  0.1076
H7 -1.23 5.18 -5.55  0.1077
H8 -0.23 3.09 -5.00  0.0939
H9 0.23 4.22 -3.75  0.1114
H10 1.97 3.48 -6.14  0.1096
H11 2.44 4.55 -4.84  0.1033
H12 3.30 2.09 -4.76  0.1116
H13 2.79 2.88 -3.29  0.1053
H14 1.98 0.70 -3.22  0.0735
H15 0.56 1.66 -3.50  0.0977
H16 1.76 -0.41 -5.22  0.1084
H17 1.46 1.06 -6.10  0.1023
H18 -0.97 0.86 -4.96  0.1009
H19 -0.53 0.06 -6.45  0.1038
H20 -0.29 -2.05 -5.45  0.1128
H21 -1.74 -1.40 -4.73  0.1092
H22 -0.14 -0.53 -2.84  0.1037
H23 0.97 -1.78 -3.46  0.1094
H24 -1.76 -2.14 -2.20  0.1174
H25 -1.04 -3.40 -3.19  0.1114
H26 -0.45 -3.90 -0.93  0.1010
H27 1.02 -3.28 -1.65  0.0989
H28 -0.71 -2.17 0.51  0.1155
H29 -0.33 -0.97 -0.69  0.1234
H30 3.20 -2.00 -0.38  0.0613
H31 2.04 -1.32 -1.48  0.0502
H32 1.93 0.35 1.79  0.0394
H33 1.96 1.95 1.06  0.0433
H34 3.38 1.68 3.18  0.0548
H35 4.38 0.55 2.29  0.0611
H36 4.33 2.25 1.78  0.0680
H37 3.53 -2.39 1.72  0.0895
H38 1.06 -2.09 3.68  0.1233
H39 -0.19 -2.87 2.77  0.1190
H40 -1.29 -0.96 2.34  0.1136
H41 0.13 -0.07 1.86  0.0885
H42 -0.98 -0.59 4.62  0.1103
H43 0.64 0.12 4.41  0.1211
H44 -1.39 1.51 2.80  0.1189
H45 -1.88 1.46 4.48  0.1103
H46 1.70 2.74 3.35  0.0647
H47 0.51 4.03 3.04  0.0898
H48 0.41 2.50 2.17  0.0699
H49 0.58 -4.18 1.08  0.1438
H50 3.47 -4.26 0.67  0.0878
H51 2.30 -5.25 0.06  0.0898
H52 1.69 -6.48 2.17  0.0872
H53 2.20 -6.08 3.82  0.0904
H54 3.32 -5.84 2.50  0.0806
C26 -5.00 -3.89 5.01  -0.0642
C27 -6.18 -2.99 4.70  -0.2105
O4 -6.32 -1.94 5.67  0.0388
C28 -5.48 -0.92 5.53  -0.6164
O5 -4.66 -0.79 4.66  0.1152
O6 -5.72 -0.05 6.51  0.0077
C29 -4.86 1.09 6.50  -0.0371
H55 -5.07 -4.28 6.03  0.0821
H56 -4.97 -4.72 4.31  0.0796
H57 -4.06 -3.34 4.93  0.0725
H58 -7.11 -3.56 4.77  0.1221
H59 -6.11 -2.56 3.70  0.1224
H60 -4.88 1.59 5.54  0.0947
H61 -3.84 0.80 6.74  0.0960
H62 -5.23 1.76 7.27  0.0934

Entry 4:
C9H18CdO17S2 | ωB97M-V/def2-TZVPD

Charge = -2
Kohn-Sham gap = 2.76 eV
Total energy = -2596.70945 a.u.
LUMO energy = 1.77 eV

Last column: natural (NBO) charge in e.
Geometry (Å):
Cd1 1.23 -0.27 -0.39  0.7167
S1 5.25 1.62 -2.19  2.5547
O1 5.92 2.85 -1.81  -0.9828
O2 3.98 1.35 -1.47  -0.9678
O3 4.89 1.97 -3.58  -0.9611
O4 6.03 0.40 -2.13  -0.9601
S2 2.65 -3.67 -1.12  2.6002
O5 2.01 -4.94 -1.14  -1.0542
O6 2.46 -2.93 0.12  -0.9220
O7 4.03 -3.77 -1.54  -1.0004
O8 2.06 -2.66 -1.94  -1.0143
C1 -3.65 1.20 -2.44  -0.2658
O9 -2.87 1.34 -3.65  -0.5088
C2 -1.54 1.42 -3.54  0.9801
O10 -0.93 1.53 -2.45  -0.6391
O11 -1.06 1.20 -4.79  -0.4929
C3 0.34 1.24 -4.88  -0.2636
H1 -3.38 0.36 -1.80  0.2006
H2 -4.64 0.87 -2.76  0.1867
H3 -3.63 2.04 -1.75  0.1929
H4 0.85 0.32 -4.59  0.2191
H5 0.70 2.12 -4.35  0.2080
H6 0.51 1.40 -5.94  0.1802
C4 -2.72 -4.14 -0.27  -0.2742
O12 -3.01 -3.78 1.07  -0.5051
C5 -2.25 -2.90 1.68  0.9846
O13 -1.55 -2.07 1.07  -0.6310
O14 -2.38 -3.04 2.99  -0.4995
C6 -1.80 -2.20 3.92  -0.2504
H7 -1.65 -4.28 -0.42  0.2321
H8 -3.11 -3.42 -0.99  0.1793
H9 -3.09 -5.08 -0.68  0.1923
H10 -2.26 -2.35 4.89  0.1796
H11 -1.83 -1.13 3.70  0.1948
H12 -0.75 -2.45 4.06  0.1942
C7 2.69 2.19 3.80  -0.2634
O15 1.56 2.90 3.95  -0.4874
C8 0.47 2.61 3.25  0.9780
O16 0.40 1.80 2.30  -0.6318
O17 -0.61 3.41 3.63  -0.5187
C9 -1.78 3.28 2.85  -0.2518
H13 3.01 2.30 2.76  0.2153
H14 2.41 1.14 3.88  0.1910
H15 3.52 2.45 4.46  0.1962
H16 -2.07 2.24 2.73  0.2014
H17 -1.85 3.91 1.96  0.1926
H18 -2.53 3.63 3.56  0.1755

Entry 5:
CCuF3OS | ωB97M-V/def2-TZVPD

Kohn-Sham gap (alpha / beta) = 4.52 / 3.80 eV
Total energy = -2451.33448 a.u.
Multiplicity = 3
LUMO energy (alpha / beta) = -1.07 / -4.69 eV

Last column: natural (NBO) charge in e.
Geometry (Å):
Cu1 2.83 -0.81 0.53  0.1185
S1 0.34 -0.24 -1.20  0.9385
O1 1.30 -1.11 -0.36  -1.0307
C1 -1.02 -0.09 -0.28  0.5505
F1 -1.18 -0.65 0.85  -0.2376
F2 -2.04 0.55 -0.71  -0.2536
F3 -0.22 2.36 1.18  -0.0855

Copy entry 2 word for word.
C5H12N2O | ωB97M-V/def2-TZVPD

Kohn-Sham gap = 8.76 eV
Total energy = -382.42093 a.u.
LUMO energy = 0.70 eV

Last column: natural (NBO) charge in e.
Geometry (Å):
C1 -2.57 0.31 0.73  -0.7702
C2 -1.96 1.12 -0.10  0.6541
N1 -0.11 1.09 0.43  -0.7253
O1 -2.01 1.87 -1.02  -0.6071
H1 0.01 0.60 1.31  0.3842
H2 0.09 2.08 0.56  0.3927
H3 -0.67 -1.06 -0.98  0.2297
H4 -3.63 0.18 0.60  0.2346
H5 -2.10 -0.23 1.52  0.2096
C3 0.82 -1.83 0.38  -0.6155
N2 2.12 0.75 -0.51  -0.8358
C4 0.71 0.52 -0.66  0.0969
C5 0.40 -0.97 -0.81  -0.4176
H6 2.35 1.73 -0.47  0.3638
H7 2.50 0.28 0.31  0.3567
H8 0.39 1.05 -1.57  0.2109
H9 0.92 -1.32 -1.70  0.2206
H10 0.35 -1.49 1.30  0.1899
H11 1.89 -1.83 0.50  0.2011
H12 0.50 -2.86 0.20  0.2267

> Which value of total energy does entry 1 give?

-2621.25795 a.u.

> The highest total energy belongs to which entry?

C5H12N2O

Copy entry 4 word for word.
C9H18CdO17S2 | ωB97M-V/def2-TZVPD

Charge = -2
Kohn-Sham gap = 2.76 eV
Total energy = -2596.70945 a.u.
LUMO energy = 1.77 eV

Last column: natural (NBO) charge in e.
Geometry (Å):
Cd1 1.23 -0.27 -0.39  0.7167
S1 5.25 1.62 -2.19  2.5547
O1 5.92 2.85 -1.81  -0.9828
O2 3.98 1.35 -1.47  -0.9678
O3 4.89 1.97 -3.58  -0.9611
O4 6.03 0.40 -2.13  -0.9601
S2 2.65 -3.67 -1.12  2.6002
O5 2.01 -4.94 -1.14  -1.0542
O6 2.46 -2.93 0.12  -0.9220
O7 4.03 -3.77 -1.54  -1.0004
O8 2.06 -2.66 -1.94  -1.0143
C1 -3.65 1.20 -2.44  -0.2658
O9 -2.87 1.34 -3.65  -0.5088
C2 -1.54 1.42 -3.54  0.9801
O10 -0.93 1.53 -2.45  -0.6391
O11 -1.06 1.20 -4.79  -0.4929
C3 0.34 1.24 -4.88  -0.2636
H1 -3.38 0.36 -1.80  0.2006
H2 -4.64 0.87 -2.76  0.1867
H3 -3.63 2.04 -1.75  0.1929
H4 0.85 0.32 -4.59  0.2191
H5 0.70 2.12 -4.35  0.2080
H6 0.51 1.40 -5.94  0.1802
C4 -2.72 -4.14 -0.27  -0.2742
O12 -3.01 -3.78 1.07  -0.5051
C5 -2.25 -2.90 1.68  0.9846
O13 -1.55 -2.07 1.07  -0.6310
O14 -2.38 -3.04 2.99  -0.4995
C6 -1.80 -2.20 3.92  -0.2504
H7 -1.65 -4.28 -0.42  0.2321
H8 -3.11 -3.42 -0.99  0.1793
H9 -3.09 -5.08 -0.68  0.1923
H10 -2.26 -2.35 4.89  0.1796
H11 -1.83 -1.13 3.70  0.1948
H12 -0.75 -2.45 4.06  0.1942
C7 2.69 2.19 3.80  -0.2634
O15 1.56 2.90 3.95  -0.4874
C8 0.47 2.61 3.25  0.9780
O16 0.40 1.80 2.30  -0.6318
O17 -0.61 3.41 3.63  -0.5187
C9 -1.78 3.28 2.85  -0.2518
H13 3.01 2.30 2.76  0.2153
H14 2.41 1.14 3.88  0.1910
H15 3.52 2.45 4.46  0.1962
H16 -2.07 2.24 2.73  0.2014
H17 -1.85 3.91 1.96  0.1926
H18 -2.53 3.63 3.56  0.1755